[1]
{
  "formula": "C4H7N2S",
  "method": "ωB97M-V/def2-TZVPD",
  "symbols": ["C", "H", "N", "N", "H", "H", "C", "H", "C", "S", "H", "H", "C", "H"],
  "coordinates": [[-1.3944, 0.4013, 0.6477], [-0.0164, -2.1460, -0.1800], [2.2106, 0.8293, 0.1272], [-0.5270, -0.2482, -0.1847], [3.8625, 2.2743, -0.0859], [-0.4764, 0.9359, -1.7228], [-0.0569, 0.0038, -1.3297], [0.5909, -1.1265, 1.4049], [3.0819, 1.5845, 0.0272], [-2.9472, 0.7192, -0.0336], [0.6913, -0.7671, -1.6264], [-1.1859, -1.8422, 1.2037], [-0.2065, -1.4764, 0.5838], [-3.6263, 0.8581, 1.1686]],
  "forces_ev_per_angstrom": [[-2.7, 1.6, 0.7], [1.1, -2.0, -0.9], [1.4, 1.2, -0.1], [-0.9, -1.2, 0.8], [0.7, 0.6, 0.0], [0.9, -0.4, -0.8], [0.5, -0.2, 0.1], [-1.5, -1.3, -2.2], [-2.0, -1.7, 0.2], [1.0, -0.9, 1.2], [-0.5, 1.4, -0.7], [2.3, 1.0, -1.6], [-1.0, 1.5, 4.2], [0.7, 0.4, -0.8]],
  "gap_ha": 0.3014,
  "charge": 1,
  "relative_energy_kj_mol": 527.5,
  "total_energy_ha": -663.8737
}

=====

[2]
{
  "formula": "C4H7N3",
  "method": "ωB97M-V/def2-TZVPD",
  "symbols": ["N", "H", "C", "N", "H", "C", "H", "H", "N", "H", "H", "C", "H", "C"],
  "coordinates": [[-0.9482, 0.9440, 0.0031], [-2.0451, -1.8578, -0.9053], [-2.3138, -0.8516, -1.2470], [0.3980, -1.8525, -0.5152], [2.2513, 1.3009, 2.6759], [-1.4676, 0.0920, -0.5696], [-3.3589, -0.6335, -1.0401], [2.4270, -1.0907, -0.1298], [2.0387, 1.2125, 0.6763], [-2.1368, -0.8076, -2.3095], [1.3995, 1.3060, -0.1682], [1.6140, 1.5304, 1.8073], [0.7111, 2.0996, 2.0821], [1.4309, -1.3917, -0.3600]],
  "forces_ev_per_angstrom": [[0.0, -0.3, -0.3], [-0.2, 0.2, -0.1], [0.0, -0.9, 0.1], [-0.1, -0.2, -0.2], [0.0, 0.1, -0.3], [-0.2, 1.3, 0.6], [0.0, 0.0, 0.0], [0.0, 0.4, -0.1], [-0.2, -0.9, -1.8], [0.0, 0.0, -0.4], [0.5, 0.6, 1.8], [-0.1, 0.8, 1.0], [-0.1, -0.4, -0.6], [0.4, -0.6, 0.2]],
  "gap_ha": 0.3929,
  "relative_energy_kj_mol": 192.2,
  "smiles": "CC#N.C#N.C=N",
  "total_energy_ha": -320.8101
}

=====

[3]
{
  "formula": "C4H7N3",
  "method": "ωB97M-V/def2-TZVPD",
  "symbols": ["N", "H", "H", "N", "H", "C", "N", "H", "H", "C", "H", "C", "C", "H"],
  "coordinates": [[-2.4088, -0.4766, -0.5726], [1.7240, -1.1952, 1.1423], [-2.6979, -1.4470, -0.6142], [0.9109, -0.6855, 0.8408], [-2.4567, -0.1025, -1.5149], [-0.2686, 0.7929, -0.3171], [2.1918, 1.1765, -0.0328], [2.0411, 1.8707, -0.7553], [2.6136, 1.6251, 0.7715], [-1.0867, -0.3541, -0.0921], [-0.5731, 1.7301, -0.7653], [0.9696, 0.5207, 0.2074], [-0.3486, -1.2478, 0.6399], [-0.6107, -2.2075, 1.0624]],
  "forces_ev_per_angstrom": [[0.0, -0.1, -0.1], [-0.1, 0.1, -0.1], [0.0, 0.1, 0.1], [0.2, 0.1, -0.2], [-0.1, 0.0, 0.2], [0.0, 0.0, -0.1], [-0.1, 0.2, 0.1], [0.2, -0.1, 0.1], [-0.1, -0.1, 0.1], [0.2, -0.1, 0.1], [0.1, -0.2, -0.1], [-0.1, -0.1, 0.0], [-0.2, 0.0, 0.0], [0.1, 0.1, -0.1]],
  "gap_ha": 0.3042,
  "relative_energy_kj_mol": 11.7,
  "smiles": "Nc1c[nH]c(N)c1",
  "total_energy_ha": -320.8788
}

=====

[4]
{
  "formula": "C4H7N3",
  "method": "ωB97M-V/def2-TZVPD",
  "symbols": ["H", "H", "C", "H", "N", "N", "C", "H", "C", "N", "H", "C", "H", "H"],
  "coordinates": [[2.1014, -1.8578, -0.4461], [-0.1006, -2.3793, 1.3706], [-1.6887, 1.6599, -0.6544], [-0.9604, 2.0822, -1.3669], [1.9253, 1.2234, -1.1107], [-1.1191, 1.2096, 0.5746], [1.1207, 1.0928, -0.3048], [-2.4576, 2.3991, -0.4071], [0.1094, 0.9654, 0.6954], [1.4002, -1.6322, 0.2387], [0.7249, -3.6167, 0.2534], [0.6747, -2.5810, 0.6124], [0.4710, 0.6218, 1.6568], [-2.2011, 0.8127, -1.1120]],
  "forces_ev_per_angstrom": [[0.3, -0.4, -0.4], [0.3, -0.1, -0.3], [-0.1, 0.4, -0.4], [-0.2, -0.1, 0.1], [0.2, 0.1, -0.2], [0.0, -0.2, 0.5], [0.2, 0.3, -0.7], [0.2, -0.1, -0.2], [-0.4, -0.1, 0.9], [-0.1, 0.6, 0.5], [0.1, 0.1, 0.0], [-0.6, -0.5, 0.4], [0.1, -0.1, 0.1], [0.0, 0.0, -0.1]],
  "gap_ha": 0.3994,
  "relative_energy_kj_mol": 198.1,
  "smiles": "C/N=C\\C#N.C=N",
  "total_energy_ha": -320.8079
}

=====

[5]
{
  "formula": "C4H7N3",
  "method": "ωB97M-V/def2-TZVPD",
  "symbols": ["N", "C", "H", "H", "C", "H", "H", "C", "N", "H", "C", "N", "H", "H"],
  "coordinates": [[-1.3810, 1.2646, 0.7484], [0.6698, -0.6221, 1.1167], [2.0211, 0.9000, 0.2364], [2.5217, -0.7831, -0.2729], [-1.1747, 0.3553, -0.1284], [0.5187, -1.5942, 1.6868], [-2.1266, 1.8805, 0.4538], [-1.7983, 0.2573, -1.4439], [-2.2929, 0.1407, -2.4823], [1.3635, 0.1528, -1.1956], [1.7291, -0.0695, -0.1326], [-0.3415, -0.6594, 0.1046], [0.4387, 0.1400, 1.8874], [-0.1476, -1.3629, -0.5785]],
  "forces_ev_per_angstrom": [[-0.2, 0.1, -0.3], [-0.1, 0.8, -1.9], [0.9, 0.1, 0.1], [0.8, 0.1, 0.2], [-0.4, -0.2, 0.3], [1.7, 0.7, -1.0], [0.1, 0.3, -0.1], [-0.8, 0.0, -0.9], [0.5, 0.2, 0.9], [-0.5, -0.7, 1.8], [1.0, -0.3, 1.7], [-2.9, -1.2, 0.6], [0.3, -0.1, -0.9], [-0.4, 0.2, -0.5]],
  "gap_ha": 0.3519,
  "relative_energy_kj_mol": 270.9,
  "smiles": "[H]/N=C(\\C#N)NCC",
  "total_energy_ha": -320.7801
}

=====

[6]
{
  "formula": "C4H7N3",
  "method": "ωB97M-V/def2-TZVPD",
  "symbols": ["N", "H", "H", "N", "H", "H", "C", "H", "N", "H", "C", "C", "C", "H"],
  "coordinates": [[-0.6802, -2.1602, 0.5238], [-2.2101, 0.6413, 0.9252], [-0.4392, 0.3538, 1.4422], [-1.6254, -1.4075, 1.1009], [-2.3132, -1.8524, 1.6870], [2.2599, -0.0890, -0.7681], [1.7847, 0.8080, -1.1761], [2.4182, 1.6705, -0.9437], [0.1111, -1.4666, -0.1730], [-0.0160, 1.9581, -0.4746], [-1.3362, -0.0148, 0.9002], [-0.3039, -0.0892, -0.1886], [0.4114, 0.9576, -0.6084], [1.7423, 0.6976, -2.2623]],
  "forces_ev_per_angstrom": [[0.2, 0.4, -0.3], [0.4, -0.1, -0.3], [-1.7, -0.2, 2.3], [0.1, 0.1, 0.0], [0.3, 0.2, 0.0], [0.0, 0.1, -0.1], [0.2, 0.0, -0.2], [-0.2, -0.1, -0.1], [-0.2, -0.2, -0.3], [0.2, -0.4, -0.1], [0.5, 0.4, 0.2], [0.1, 0.2, -0.6], [-0.2, -0.4, -0.5], [0.2, 0.1, 0.0]],
  "gap_ha": 0.3178,
  "relative_energy_kj_mol": 293.6,
  "smiles": "C/C=C1/CNN=N1",
  "total_energy_ha": -320.7715
}

=====

[7]
{
  "formula": "C4H7N3",
  "method": "ωB97M-V/def2-TZVPD",
  "symbols": ["N", "H", "C", "H", "H", "H", "C", "H", "H", "H", "N", "C", "C", "N"],
  "coordinates": [[1.4400, 0.1658, -2.3486], [-2.8150, 0.6192, -0.3153], [1.5003, -0.4128, 0.2022], [3.3104, -0.8932, 0.1562], [-1.5744, -0.7451, 1.2328], [0.4649, 0.2608, 1.7872], [1.4638, -0.2053, -1.2522], [-0.9597, -1.2139, -0.3306], [-1.3574, 1.0244, -1.2569], [-1.6241, 1.7263, 0.3525], [2.5633, -0.7319, 0.8279], [-1.0107, -0.3682, 0.3704], [-1.7411, 0.8202, -0.2528], [0.3396, -0.0465, 0.8270]],
  "forces_ev_per_angstrom": [[0.1, -0.6, 1.0], [0.1, -0.1, -0.1], [-0.1, 0.1, 0.2], [0.1, 0.1, 0.2], [0.2, 0.1, -0.1], [-0.1, -0.4, -0.3], [-0.2, 0.5, -1.0], [0.0, 0.3, 0.1], [-0.1, 0.0, 0.2], [0.1, -0.2, 0.0], [-0.2, 0.0, -0.4], [-0.1, 0.0, 0.0], [-0.1, 0.0, 0.0], [0.1, 0.2, 0.4]],
  "gap_ha": 0.3749,
  "relative_energy_kj_mol": 68.4,
  "smiles": "[H]/N=C(\\C#N)NCC",
  "total_energy_ha": -320.8572
}

=====

[8]
{
  "formula": "C4H7N3",
  "method": "ωB97M-V/def2-TZVPD",
  "symbols": ["H", "H", "N", "C", "N", "H", "H", "N", "C", "C", "H", "H", "H", "C"],
  "coordinates": [[-2.6077, 0.6969, -0.6760], [-1.1476, -1.3287, -0.4719], [0.2090, -0.4544, 0.9080], [1.4155, -0.3009, 0.2852], [1.5202, 0.9237, -2.0282], [-1.5012, 1.6134, 0.3727], [3.3116, -0.4229, 0.2684], [2.5062, -0.6790, 0.8351], [-1.5662, 0.7965, -0.3538], [-1.1047, -0.5181, 0.2694], [0.3201, -0.9828, 1.7638], [-1.7970, -0.7895, 1.0719], [-0.9751, 1.0684, -1.2311], [1.4168, 0.3775, -1.0136]],
  "forces_ev_per_angstrom": [[0.1, 0.0, 0.1], [0.0, 0.1, 0.1], [0.2, 0.0, 0.1], [0.1, -0.1, 0.2], [-0.1, -0.6, 1.0], [0.0, -0.1, -0.1], [-0.1, 0.0, 0.1], [-0.2, 0.2, -0.3], [0.0, 0.1, 0.0], [-0.1, 0.0, -0.1], [-0.1, 0.1, -0.1], [0.1, 0.0, -0.1], [-0.1, 0.0, 0.2], [0.2, 0.5, -0.9]],
  "gap_ha": 0.3762,
  "relative_energy_kj_mol": 55.4,
  "smiles": "[H]/N=C(\\C#N)NCC",
  "total_energy_ha": -320.8622
}

=====

Calculated lowest unoccupied orbital energy (Eh), listed in the same order as above: -0.2001 0.0382 0.0390 0.0214 0.0290 0.0257 0.0212 0.0229